Entry 1:
91
Properties=species:S:1:pos:R:3:lowdin_charge:R:1 method="wB97M-V/def2-TZVPD" relative_energy_kj_mol=23.98 charge=+2 fmax_ev_per_a=2.3 homo_ev=-13.19 energy_ev=-68355.0085 gap_ev=7.32
Hf -0.068 0.116 -0.192 1.531
C 1.860 0.390 -4.298 0.011
C 1.160 0.715 -3.029 -0.212
N 1.217 -0.001 -1.964 -0.067
N 2.011 -1.144 -1.961 0.099
C 2.091 -1.632 -0.758 -0.405
O 1.511 -1.058 0.285 -0.250
C 2.794 -2.905 -0.537 -0.152
C 2.785 -3.460 0.742 -0.012
C 3.416 -4.671 0.976 -0.058
C 4.063 -5.324 -0.064 -0.057
C 4.082 -4.767 -1.338 -0.057
C 3.449 -3.560 -1.579 -0.017
C 0.357 1.954 -2.884 -0.202
C 0.103 2.804 -3.944 0.029
C -0.635 3.958 -3.713 -0.006
C -1.084 4.222 -2.431 -0.013
C -0.792 3.311 -1.427 -0.115
N -0.090 2.205 -1.642 0.017
H 2.490 -0.482 -4.171 0.077
H 2.463 1.237 -4.627 0.105
H 1.122 0.188 -5.079 0.110
H 2.298 -2.929 1.549 0.092
H 3.413 -5.101 1.968 0.108
H 4.562 -6.267 0.118 0.114
H 4.595 -5.275 -2.143 0.113
H 3.461 -3.118 -2.565 0.112
H 0.474 2.571 -4.932 0.125
H -0.852 4.638 -4.525 0.128
H -1.654 5.112 -2.206 0.121
H -1.144 3.466 -0.413 0.112
O -0.732 -2.162 -1.572 -0.043
N -1.032 -2.061 -0.221 -0.099
C -1.440 -3.101 0.379 -0.029
C -1.851 -3.156 1.784 -0.188
C -2.586 -4.290 2.128 -0.013
C -3.111 -4.441 3.401 -0.033
C -2.898 -3.450 4.343 -0.028
C -2.145 -2.329 4.015 -0.072
C -1.603 -2.163 2.745 -0.284
P -0.487 -0.731 2.488 1.089
C -1.266 0.535 3.550 -0.376
C -0.650 1.018 4.700 -0.095
C -1.282 1.978 5.484 -0.072
C -2.528 2.462 5.122 -0.070
C -3.150 1.983 3.973 -0.063
C -2.524 1.027 3.191 -0.098
C 1.028 -1.249 3.357 -0.368
C 2.159 -0.434 3.267 -0.117
C 3.345 -0.799 3.880 -0.055
C 3.427 -1.998 4.577 -0.054
C 2.318 -2.825 4.654 -0.058
C 1.124 -2.456 4.046 -0.073
H -0.773 -3.087 -1.864 0.131
H -1.564 -4.017 -0.201 0.151
H -2.760 -5.056 1.382 0.123
H -3.685 -5.323 3.650 0.122
H -3.305 -3.549 5.340 0.123
H -1.968 -1.575 4.772 0.118
H 0.306 0.617 5.014 0.105
H -0.805 2.330 6.390 0.116
H -3.024 3.200 5.738 0.116
H -4.131 2.346 3.698 0.113
H -3.023 0.649 2.307 0.095
H 2.120 0.486 2.702 0.076
H 4.212 -0.156 3.805 0.113
H 4.354 -2.288 5.052 0.116
H 2.376 -3.763 5.189 0.116
H 0.277 -3.124 4.114 0.101
C -0.216 4.594 2.786 -0.006
C 1.167 4.042 2.403 -0.560
C 1.938 5.028 1.513 -0.017
C 1.982 3.677 3.652 -0.013
C 0.943 2.812 1.627 -0.059
N 0.766 1.855 1.018 0.150
H -0.068 5.448 3.446 0.107
H -0.811 3.847 3.312 0.072
H -0.761 4.936 1.906 0.090
H 2.086 5.948 2.078 0.105
H 1.381 5.268 0.607 0.088
H 2.915 4.634 1.235 0.099
H 2.175 4.595 4.207 0.105
H 2.942 3.232 3.387 0.098
H 1.434 2.991 4.295 0.076
C -4.329 1.198 -1.039 0.010
O -3.192 0.603 -1.736 -0.021
C -2.078 0.457 -1.114 -0.404
O -1.945 0.837 0.105 -0.227
H -4.974 1.581 -1.821 0.102
H -3.994 1.988 -0.374 0.089
H -4.837 0.418 -0.477 0.104

***

Entry 2:
91
Properties=species:S:1:pos:R:3:lowdin_charge:R:1 method="wB97M-V/def2-TZVPD" charge=-1 fmax_ev_per_a=1.7 homo_ev=-4.36 energy_ev=-137478.5766 gap_ev=6.07
Mg -1.378 -0.021 -0.017 0.530
C 1.534 -2.847 3.094 -0.066
C 2.754 -2.026 3.387 -0.279
C 3.811 -2.552 4.123 -0.056
C 4.930 -1.790 4.419 -0.098
C 4.993 -0.469 4.004 -0.092
C 3.951 0.065 3.262 -0.108
C 2.838 -0.703 2.927 -0.348
P 1.482 -0.034 1.845 1.159
C 2.515 1.177 0.918 -0.325
C 2.252 2.543 0.958 -0.084
C 2.912 3.426 0.116 -0.086
C 3.865 2.952 -0.768 -0.098
C 4.178 1.601 -0.777 -0.064
C 3.518 0.701 0.051 -0.289
C 3.921 -0.748 0.033 -0.059
C 0.585 0.947 3.085 -0.324
C 0.943 0.907 4.434 -0.099
C 0.136 1.457 5.413 -0.119
C -1.072 2.037 5.050 -0.112
C -1.447 2.084 3.724 -0.080
C -0.644 1.555 2.691 -0.349
C -1.099 1.661 1.305 -0.146
H 1.579 -3.817 3.590 0.076
H 1.418 -3.003 2.020 0.075
H 0.635 -2.326 3.424 0.066
H 3.758 -3.579 4.468 0.103
H 5.751 -2.227 4.973 0.094
H 5.853 0.141 4.250 0.097
H 4.001 1.096 2.936 0.113
H 1.526 2.930 1.662 0.102
H 2.681 4.483 0.146 0.099
H 4.377 3.636 -1.434 0.094
H 4.943 1.237 -1.453 0.104
H 4.587 -0.965 -0.803 0.075
H 3.039 -1.391 -0.020 0.074
H 4.454 -1.003 0.948 0.071
H 1.864 0.427 4.736 0.089
H 0.441 1.423 6.452 0.087
H -1.721 2.461 5.807 0.093
H -2.392 2.540 3.450 0.106
H -0.322 2.064 0.650 0.034
H -1.968 2.317 1.245 0.055
C -3.225 -3.623 2.434 -0.012
C -2.714 -2.205 2.192 -0.519
C -2.728 -1.400 3.492 0.006
O -1.421 -2.251 1.603 -0.071
C -3.676 -1.475 1.200 -0.591
O -4.867 -1.427 1.445 0.069
O -3.085 -0.989 0.157 -0.198
H -2.669 -4.093 3.247 0.082
H -3.103 -4.223 1.531 0.077
H -4.281 -3.572 2.692 0.087
H -2.163 -1.908 4.276 0.087
H -3.765 -1.283 3.806 0.092
H -2.295 -0.415 3.329 0.072
H -1.515 -1.641 0.850 -0.021
C -3.812 4.660 -4.229 -0.097
O -2.454 4.513 -4.586 -0.083
C -1.756 3.537 -3.939 -0.286
C -0.437 3.316 -4.396 -0.033
C 0.312 2.324 -3.833 -0.046
C -0.168 1.510 -2.784 -0.104
C 0.556 0.383 -2.263 -0.369
C 1.588 -0.299 -3.133 0.018
O 0.318 -0.132 -1.158 -0.061
C -1.493 1.761 -2.278 -0.323
O -2.025 1.097 -1.343 -0.091
C -2.259 2.787 -2.912 0.060
H -4.232 5.388 -4.921 0.086
H -3.920 5.030 -3.205 0.095
H -4.353 3.714 -4.318 0.095
H -0.042 3.945 -5.181 0.105
H 1.325 2.179 -4.184 0.102
H 1.883 0.279 -4.002 0.065
H 1.140 -1.234 -3.476 0.086
H 2.461 -0.551 -2.539 0.071
H -3.251 2.927 -2.509 0.113
Se -2.222 -2.951 -1.445 1.313
N -1.652 -1.726 -2.527 -0.182
C -1.864 -2.123 -3.778 -0.356
C -1.533 -1.379 -4.937 -0.016
C -1.787 -1.934 -6.157 -0.089
C -2.395 -3.210 -6.282 -0.098
C -2.754 -3.941 -5.187 -0.036
C -2.485 -3.420 -3.899 -0.393
N -2.729 -4.029 -2.739 -0.231
H -1.111 -0.388 -4.825 0.109
H -1.519 -1.391 -7.055 0.098
H -2.582 -3.598 -7.275 0.095
H -3.224 -4.910 -5.289 0.107

***

Entry 3:
91
Properties=species:S:1:pos:R:3:lowdin_charge:R:1 method="wB97M-V/def2-TZVPD" relative_energy_kj_mol=47.28 charge=-1 fmax_ev_per_a=0.6 homo_ev=-4.21 energy_ev=-141549.3983 gap_ev=5.93
Zn -0.104 -0.145 1.066 0.488
C -3.967 0.921 2.898 -0.176
Si -3.291 0.148 1.318 0.377
C -4.592 0.298 -0.034 -0.168
C -3.060 -1.677 1.659 -0.167
N -1.783 0.814 0.821 -0.122
C -1.652 1.990 0.155 -0.319
C -2.598 3.032 0.162 -0.042
C -2.448 4.184 -0.589 -0.107
C -1.330 4.365 -1.388 -0.106
C -0.363 3.367 -1.403 -0.056
C -0.515 2.234 -0.637 -0.230
O 0.387 1.174 -0.720 -0.104
C 1.725 1.385 -0.901 -0.307
C 2.397 0.368 -1.567 -0.002
C 3.763 0.466 -1.769 -0.088
C 4.460 1.577 -1.315 -0.109
C 3.777 2.578 -0.641 -0.077
C 2.410 2.490 -0.421 -0.054
H -4.868 0.401 3.229 0.020
H -4.214 1.976 2.784 0.011
H -3.222 0.842 3.691 0.029
H -5.465 -0.309 0.211 0.024
H -4.174 -0.067 -0.972 0.011
H -4.928 1.321 -0.194 0.015
H -3.889 -2.049 2.261 0.029
H -2.137 -1.908 2.189 0.013
H -3.042 -2.241 0.724 0.011
H -3.474 2.921 0.783 0.082
H -3.212 4.950 -0.542 0.094
H -1.203 5.260 -1.983 0.087
H 0.512 3.462 -2.022 0.068
H 1.836 -0.501 -1.881 0.091
H 4.287 -0.338 -2.271 0.101
H 5.527 1.653 -1.465 0.096
H 4.314 3.433 -0.256 0.104
H 1.889 3.252 0.141 0.123
S -0.605 -2.118 -1.069 0.849
C -0.219 -2.020 -2.660 -0.690
N 0.359 -3.046 -3.325 -0.115
C 0.828 -2.868 -4.683 -0.128
C 1.461 -1.502 -4.750 -0.135
N 0.441 -0.514 -4.460 -0.112
C 0.361 0.650 -5.327 -0.137
C 1.197 1.802 -4.830 -0.196
C 2.585 1.705 -4.803 -0.047
C 3.357 2.750 -4.327 -0.087
C 2.747 3.917 -3.893 -0.080
C 1.366 4.028 -3.934 -0.102
C 0.592 2.968 -4.387 -0.047
C -0.449 -0.744 -3.471 -0.726
S -1.698 0.248 -3.096 0.798
C 0.466 -4.373 -2.728 -0.136
C -0.746 -5.222 -3.015 -0.200
C -0.877 -5.876 -4.235 -0.054
C -2.012 -6.618 -4.522 -0.095
C -3.028 -6.717 -3.582 -0.098
C -2.897 -6.081 -2.357 -0.073
C -1.761 -5.338 -2.071 -0.031
H 0.015 -2.954 -5.413 0.138
H 1.565 -3.644 -4.896 0.125
H 1.864 -1.304 -5.743 0.123
H 2.284 -1.439 -4.028 0.125
H -0.686 0.949 -5.401 0.086
H 0.709 0.332 -6.313 0.126
H 3.068 0.797 -5.141 0.105
H 4.434 2.653 -4.289 0.103
H 3.347 4.734 -3.514 0.105
H 0.885 4.931 -3.583 0.106
H -0.488 3.032 -4.365 0.112
H 0.598 -4.245 -1.654 0.091
H 1.364 -4.839 -3.142 0.125
H -0.080 -5.812 -4.967 0.104
H -2.101 -7.123 -5.475 0.097
H -3.915 -7.296 -3.802 0.097
H -3.681 -6.161 -1.617 0.104
H -1.657 -4.838 -1.118 0.095
O 0.291 -3.512 3.236 0.016
C 0.471 -2.345 2.913 -0.618
O 0.304 -1.920 1.711 -0.213
C 0.925 -1.358 3.988 -0.139
C 0.849 -1.864 5.288 -0.050
C 1.234 -1.138 6.396 -0.112
C 1.729 0.146 6.208 -0.117
C 1.810 0.670 4.937 -0.164
C 1.411 -0.046 3.794 -0.591
S 1.611 0.853 2.284 0.665
H 0.475 -2.874 5.390 0.106
H 1.154 -1.564 7.388 0.086
H 2.045 0.743 7.054 0.090
H 2.180 1.676 4.788 0.078